Entry from the Open Molecules 2025 dataset: a 15-piece molecular cluster, C55H150N20O20 overall (the ωB97M-V functional and the def2-TZVPD basis).

```
245
Properties=species:S:1:pos:R:3:forces:R:3:mulliken_charge:R:1
C 4.777131 5.166683 0.216209 -0.92 -0.62 -0.13 0.5925
O 4.204431 4.186932 -0.277065 0.72 0.59 -0.06 -0.5127
N 4.048073 6.159637 0.797907 -0.67 -0.28 0.04 -0.3313
N 6.113133 5.338666 0.264676 0.41 0.02 -0.28 -0.2636
H 4.388408 7.034829 1.142911 0.16 0.02 -0.02 0.1232
H 3.061606 5.962202 0.842419 0.04 0.26 0.10 0.1459
H 6.739969 4.743358 -0.269765 -0.06 0.01 0.63 0.1543
H 6.472221 5.985459 0.940535 0.34 0.01 -0.14 0.1563
C -1.899541 3.275042 4.949114 -0.28 1.38 -0.81 0.5921
O -1.388750 4.046625 4.107852 -0.34 -0.66 0.49 -0.6386
N -1.936648 1.956851 4.787669 0.44 -1.41 -0.31 -0.1513
N -2.516447 3.751499 6.073396 0.29 -0.61 0.00 -0.4072
H -1.493931 1.486500 3.993475 -0.27 0.38 0.18 0.0845
H -2.486809 1.309239 5.333255 -0.07 0.26 0.20 0.2106
H -2.891817 3.048744 6.682407 -0.28 0.31 0.27 0.1594
H -2.844717 4.697279 6.121745 0.15 0.06 -0.03 0.2878
C -4.660790 -5.266013 -0.599379 -0.28 -0.23 -1.12 0.5707
O -5.318405 -5.354399 -1.639656 0.52 0.13 0.29 -0.6276
N -4.025697 -4.122912 -0.230041 -0.02 -0.94 0.33 0.7644
N -4.466414 -6.355647 0.193463 -0.15 -0.11 0.23 -0.4177
H -4.025663 -3.396570 -0.921750 0.02 0.16 0.51 -1.2829
H -3.810621 -3.997155 0.743093 0.33 0.48 -0.14 0.1196
H -4.045220 -6.317637 1.101781 0.18 -0.03 -0.08 0.1213
H -4.742468 -7.236551 -0.197696 -0.22 -0.02 0.19 0.2306
C -2.827854 5.075955 0.808269 -1.05 -0.24 -0.72 0.4803
O -3.443547 5.712737 -0.060480 0.88 -0.05 0.57 -0.8756
N -3.275733 4.986851 2.091083 0.23 0.03 0.48 -0.2320
N -1.764415 4.282488 0.546885 -0.13 0.87 0.27 0.2700
H -2.653840 4.646801 2.825341 -0.36 0.18 -0.13 0.1394
H -4.136214 5.450411 2.312815 0.10 0.21 0.03 0.1937
H -1.515177 4.114595 -0.418367 0.24 -0.32 0.28 0.2484
H -1.466162 3.730362 1.329416 0.44 -0.38 -0.37 -0.1964
C -0.715104 2.327463 -2.733702 -0.09 -0.59 0.80 0.4894
O -0.821720 2.823842 -1.610700 0.08 0.03 -0.74 -0.6989
N -1.542045 1.338246 -3.168384 0.06 0.57 0.17 -0.0090
N 0.293253 2.646441 -3.589825 -0.01 0.72 1.22 -0.1967
H -2.359350 1.131905 -2.621426 0.06 -0.12 0.02 -0.0964
H -1.369820 0.913629 -4.059470 -0.60 0.20 0.29 0.1486
H 0.875285 3.391908 -3.230996 0.18 -0.32 -0.53 0.2368
H 0.390499 2.196800 -4.475737 0.68 0.34 0.33 0.0707
C 5.094568 -0.485568 2.189232 0.25 0.19 0.48 -0.8296
O 4.931239 -1.609760 3.048840 0.87 0.47 -0.27 -0.4812
C 4.213426 -1.362182 4.231723 -0.34 -0.85 0.32 1.1384
C 4.264357 -2.696381 5.003442 -0.15 -0.01 -0.28 -1.3900
N 5.456297 -2.990886 5.780423 0.27 0.74 0.15 -0.3127
C 5.660840 -2.088704 6.923154 0.36 -0.73 -0.35 -0.3949
C 6.927348 -2.483510 7.664297 0.54 1.20 0.31 -0.7183
O 8.069172 -2.021407 6.935762 -0.57 -0.11 -0.41 -0.2731
C 9.266314 -2.096619 7.667076 0.10 -0.21 -0.40 -0.7290
H 4.122788 -0.176163 1.802011 0.13 0.59 0.27 0.1604
H 5.710962 -0.730640 1.327090 0.02 -0.43 0.14 0.3953
H 5.621445 0.314326 2.716004 -0.25 0.22 0.08 0.4868
H 3.161482 -1.152511 4.000548 -0.03 0.26 0.00 -0.6869
H 4.610978 -0.529989 4.821475 0.11 0.09 -0.15 0.5064
H 4.202046 -3.474924 4.238645 -0.12 0.00 -0.03 0.2821
H 3.374304 -2.821512 5.626014 0.07 0.17 0.20 0.3706
H 6.259353 -2.823846 5.178148 -0.01 -0.34 -0.11 0.3640
H 4.799004 -2.156112 7.588983 0.01 -0.05 0.07 0.3967
H 5.785146 -1.045393 6.614073 -0.07 0.11 0.12 0.2194
H 7.017149 -3.548606 7.884533 -0.22 -0.10 -0.09 0.3406
H 6.967010 -1.896669 8.590251 -0.31 -0.34 0.34 0.4631
H 9.684758 -3.107925 7.611868 -0.02 -0.04 0.28 0.2719
H 9.116977 -1.796690 8.708813 0.08 -0.01 0.03 0.3056
H 9.978427 -1.429307 7.181805 -0.02 0.07 0.11 0.2224
C -1.709527 -1.586499 -1.739500 -0.98 -0.60 -0.39 -0.5013
O -2.229671 -0.848820 -0.664578 0.34 -0.12 0.26 0.6956
C -1.496321 -1.010703 0.527756 -0.13 1.63 -0.36 0.0776
C -1.865717 0.180196 1.411207 1.08 -0.34 1.18 -1.7108
N -1.217396 -0.018588 2.740132 0.43 -0.80 -0.59 1.6887
C 0.228938 0.269314 2.841932 0.84 -0.51 -0.75 -0.0930
C 0.773997 1.435729 2.038100 -0.01 0.46 0.89 0.6978
O 2.025015 1.730270 2.635796 0.22 0.69 -0.47 -0.4671
C 2.621050 2.813847 1.922323 0.09 -0.54 -1.05 -0.6120
H -0.660214 -1.388902 -1.983170 -0.10 0.38 0.01 0.3363
H -2.386801 -1.363065 -2.565045 0.51 -0.09 -0.30 0.0414
H -1.802454 -2.663691 -1.557144 0.05 -0.08 0.03 -0.0816
H -0.419273 -0.937305 0.328581 0.09 -0.33 -0.09 0.6179
H -1.726097 -1.949309 1.045594 -0.08 -0.15 -0.05 0.2796
H -2.939132 0.184902 1.581622 -0.08 0.31 -0.18 -0.3025
H -1.479152 1.136805 1.063107 -0.52 -0.07 -0.72 -0.0832
H -1.191266 -1.036470 2.777055 -0.44 0.14 0.88 -0.2969
H 0.877641 -0.558207 2.514367 -0.53 -0.27 -0.27 -1.4516
H 0.553177 0.300325 3.885267 -0.45 0.74 0.13 0.8199
H 0.176015 2.350163 2.083489 -0.41 0.00 0.14 -0.7730
H 0.883661 1.198247 0.973765 0.08 -0.15 -0.04 0.2671
H 2.803668 2.522588 0.884089 0.24 -0.28 -0.02 0.1505
H 3.582546 3.092780 2.343662 -0.15 -0.01 0.35 0.4643
H 1.964192 3.675817 1.776874 -0.10 0.03 0.66 0.0374
C -7.538023 -0.798775 0.784917 -0.82 0.56 0.62 -1.1763
O -6.476289 -0.934086 -0.114963 -0.47 0.26 -0.60 0.5664
C -6.834222 -1.714636 -1.237032 0.53 -1.51 0.23 -1.1379
C -5.632628 -1.881424 -2.152513 0.43 1.75 -0.41 1.8404
N -5.963361 -2.512872 -3.415726 -0.61 -0.15 0.66 -0.2375
C -4.811891 -2.611317 -4.265313 0.75 -0.51 -0.81 0.2638
C -5.156151 -2.908810 -5.724180 -1.21 0.62 0.09 -0.9508
O -3.991227 -2.842022 -6.504255 0.32 -0.46 0.12 -0.3619
C -4.159159 -2.762965 -7.893456 -0.34 1.20 -0.18 -1.0297
H -7.145573 -0.555996 1.774660 0.04 -0.31 -0.08 0.3869
H -8.175949 -1.687477 0.831414 0.28 -0.23 0.11 0.4231
H -8.229652 0.031935 0.589132 0.22 0.07 -0.62 0.2150
H -7.754504 -1.407605 -1.738355 0.22 0.50 -0.18 0.3809
H -7.021024 -2.740463 -0.878551 -0.37 -0.02 0.12 0.4929
H -4.778002 -2.288713 -1.586584 -0.56 -0.25 -0.28 -1.5047
H -5.197301 -0.904320 -2.399888 -0.43 0.27 -0.04 -0.0293
H -6.305696 -3.447800 -3.210958 0.02 -0.07 -0.09 0.4073
H -4.131109 -3.394523 -3.901077 0.29 0.25 -0.04 -0.1398
H -4.283953 -1.655434 -4.318549 0.08 -0.06 0.42 0.1567
H -5.830206 -2.111377 -6.068618 -0.12 -0.05 0.08 0.4022
H -5.723579 -3.843155 -5.828219 0.34 -0.20 -0.09 0.2788
H -3.319673 -2.190306 -8.294365 0.41 -0.62 -0.02 0.3194
H -4.981800 -2.078404 -8.142320 -0.39 -0.40 0.10 0.3989
H -4.298807 -3.726344 -8.384085 0.08 -0.04 0.04 0.2716
C 4.817847 0.634033 -1.286045 -0.17 0.85 0.89 -0.0236
O 6.081376 0.446940 -0.664685 -0.09 0.13 -0.42 -0.3665
C 6.658737 1.663149 -0.241899 0.80 -0.02 1.01 -0.0761
C 7.287903 2.466100 -1.384053 0.60 -1.14 1.06 -0.9704
N 8.296782 3.419294 -0.877416 -0.20 0.65 -1.41 -0.3907
C 8.838641 4.156821 -2.036947 0.52 1.14 0.15 -0.5319
C 7.986187 5.320296 -2.495775 -0.69 0.37 0.03 -0.4403
O 8.534748 5.829027 -3.689426 0.49 0.15 -0.09 -0.4131
C 7.831245 6.928962 -4.185351 -0.83 1.15 -0.08 -0.7853
H 4.472260 -0.305579 -1.706364 0.13 0.06 -0.16 0.1384
H 4.836498 1.471745 -1.984975 0.09 -0.35 -0.54 0.3411
H 4.114510 0.994527 -0.525949 -0.24 -0.30 0.07 -0.2147
H 7.444543 1.375947 0.466611 0.27 -0.15 -0.29 0.3965
H 6.018189 2.265685 0.411080 -0.60 0.08 -0.50 0.0225
H 6.489154 2.947805 -1.943309 0.35 0.20 -0.29 0.2400
H 7.872187 1.728435 -1.944052 -0.68 -0.05 -0.71 0.4292
H 9.123549 2.902357 -0.600723 -0.41 -0.33 0.64 0.3614
H 9.109687 3.571261 -2.923560 -0.27 -0.42 0.15 0.3299
H 9.762441 4.642643 -1.708640 0.14 -0.25 0.01 0.3796
H 7.982760 6.110597 -1.733837 0.04 -0.04 0.05 0.2976
H 6.928267 5.071681 -2.662231 0.03 -0.28 0.02 0.3475
H 6.957731 6.644843 -4.779544 0.05 -0.25 -0.09 0.2969
H 8.428624 7.626189 -4.774570 0.52 -0.67 -0.27 0.3122
H 7.440916 7.619745 -3.424939 0.04 -0.45 0.51 0.3006
C -4.853722 -1.798017 1.727465 0.45 0.10 0.57 -1.5747
O -3.898571 -2.120052 2.737625 0.40 0.03 -0.23 0.2243
C -4.412217 -2.014394 4.051032 -0.80 -0.36 -0.17 -1.0698
C -3.334636 -2.396211 5.075601 -1.09 1.56 -0.91 -0.3814
N -2.520366 -1.191345 5.274476 0.44 -0.57 0.26 -0.2006
C -1.318177 -1.465055 6.071279 -0.09 0.51 -0.07 -1.0823
C -0.355951 -2.508695 5.485050 -0.04 0.82 0.58 -0.6145
O -0.298892 -2.336318 4.085661 0.03 -0.65 -0.20 0.4288
C 0.211036 -3.495020 3.461208 -0.22 -0.71 0.27 -0.8583
H -4.397095 -1.866638 0.746459 0.23 -0.17 0.18 -0.0331
H -5.195990 -0.762285 1.795716 0.05 -0.13 0.38 0.3396
H -5.680129 -2.506788 1.820078 -0.24 0.17 -0.22 0.9964
H -5.321183 -2.625136 4.162036 0.26 -0.59 -0.12 0.5217
H -4.848893 -1.020364 4.207394 0.63 0.36 0.21 0.3608
H -2.764415 -3.222946 4.643638 -0.11 -0.31 0.32 0.1682
H -3.893308 -2.631225 5.982576 0.47 -0.36 0.22 0.4163
H -2.243508 -0.896888 4.337847 0.13 0.23 0.28 0.2422
H -1.659112 -1.805376 7.052158 0.13 -0.08 0.05 0.5679
H -0.783506 -0.529241 6.250708 -0.08 0.09 -0.19 0.2050
H -0.706017 -3.475857 5.862968 0.14 -0.40 -0.81 0.4850
H 0.663829 -2.350112 5.849877 -0.05 -0.10 0.41 0.1694
H 0.302085 -3.388601 2.379759 -0.15 0.43 0.04 -0.2015
H -0.488545 -4.309001 3.692652 0.15 -0.20 -0.26 0.4560
H 1.192949 -3.796058 3.845230 0.06 0.22 0.09 0.2830
C 1.676694 -3.432514 -2.340628 -1.04 -1.21 0.16 -0.7029
C 1.487740 -4.428267 -1.184673 1.21 0.58 0.60 0.3940
C 2.500654 -4.067177 -0.075789 0.61 -0.15 -0.15 -1.3036
O 2.178883 -2.765575 0.387681 -0.63 -0.65 0.19 0.4017
C 3.028266 -2.310219 1.408087 0.46 -0.32 0.04 -0.1025
N 0.123203 -4.308118 -0.681357 -0.26 0.74 0.28 -0.3417
H 2.638475 -3.563222 -2.829753 0.10 0.30 0.12 0.7058
H 1.475876 -2.436509 -1.952211 0.35 0.17 -0.27 0.1884
H 0.891313 -3.712760 -3.046115 0.10 0.46 -0.35 -0.3482
H 1.644143 -5.449920 -1.540702 0.18 0.00 0.12 0.5892
H 3.552777 -4.076107 -0.395572 -0.10 0.11 -0.60 0.4973
H 2.543199 -4.820041 0.725088 -0.66 0.15 0.32 0.4216
H 3.315362 -3.077458 2.138633 -0.27 -0.26 -0.33 0.3944
H 2.520062 -1.536758 1.985276 0.02 0.09 -0.36 -0.5050
H 3.965583 -1.928295 0.987350 -0.46 -0.26 -0.11 0.3821
H 0.064334 -4.578284 0.298791 0.13 -0.57 -0.16 0.3382
H -0.014430 -3.301790 -0.583673 -0.25 -0.06 -0.21 -0.5354
C -2.259717 -7.264697 -4.268178 1.00 -0.42 -0.36 -1.6335
C -1.003890 -6.565812 -3.735791 -0.89 -0.37 0.46 0.5091
C 0.159049 -6.555716 -4.715371 -0.90 1.28 -0.30 -0.2867
O 0.551082 -7.855960 -5.024949 0.25 -0.46 0.40 -0.4152
C 1.193736 -7.989182 -6.275554 -0.13 0.27 0.11 -0.7502
N -1.414800 -5.209345 -3.344391 0.50 -0.20 -0.19 0.2044
H -3.025155 -7.246689 -3.494257 -0.24 0.00 -0.23 0.3673
H -2.024332 -8.296480 -4.537431 -0.06 -0.06 0.25 0.4118
H -2.574274 -6.805393 -5.207722 -0.30 0.31 0.23 0.2814
H -0.669622 -7.100344 -2.835835 0.09 -0.26 -0.12 0.2523
H 0.902853 -5.873767 -4.270691 0.65 -0.60 -0.04 0.3405
H -0.127976 -6.031990 -5.638436 -0.33 -0.02 0.00 0.0313
H 0.487590 -7.968758 -7.113242 -0.17 0.16 0.09 0.2833
H 1.678575 -8.962415 -6.298328 0.23 0.12 0.10 0.2750
H 1.894487 -7.159319 -6.397985 0.30 -0.25 -0.20 0.3293
H -0.788409 -4.842850 -2.630421 -0.16 -0.04 0.07 -0.4667
H -2.320409 -5.279355 -2.889488 0.02 0.11 -0.07 -0.1927
C -0.065373 -2.844199 -6.868813 0.07 -0.13 0.01 -1.5890
C -0.497643 -2.103473 -5.596677 0.33 -0.60 0.10 0.4861
C -0.824238 -0.615342 -5.772445 0.36 -1.23 0.00 0.8173
O 0.218216 0.100752 -6.397803 -0.09 0.42 0.18 -0.4287
C -0.143794 1.464750 -6.493800 0.17 -0.07 -1.46 -0.8055
N -1.622326 -2.728234 -4.911272 -0.23 -0.41 -0.06 0.4037
H -0.050310 -3.924059 -6.702342 -0.09 0.02 0.36 0.2665
H 0.963019 -2.600389 -7.142588 -0.19 0.34 -0.35 0.4412
H -0.769059 -2.717370 -7.694966 0.15 0.35 -0.11 0.2144
H 0.348337 -2.182551 -4.904440 0.06 0.18 0.02 -0.0728
H -0.941363 -0.233439 -4.752359 -0.26 -0.54 -0.54 -0.8908
H -1.748369 -0.585169 -6.363801 -0.15 0.45 0.14 0.5624
H -0.452248 1.925281 -5.553454 -0.44 -0.29 -0.74 0.1648
H -0.930982 1.602693 -7.244932 -0.40 -0.11 0.32 0.3021
H 0.680683 2.023742 -6.939639 0.32 -0.11 0.43 0.3200
H -1.402367 -3.700202 -4.642226 0.15 0.65 0.25 -0.1058
H -2.434901 -2.865383 -5.518406 0.44 0.52 -0.06 0.2488
C 1.886586 5.600821 3.811904 1.00 -0.11 -0.28 -0.6525
C 1.130757 6.641595 4.575641 -0.28 -0.41 2.26 0.4749
C 0.269416 7.559472 3.744216 -0.82 -0.66 -0.10 -0.3925
O 1.097326 8.397936 2.981137 0.43 -0.16 -0.48 -0.3258
C 0.472867 9.102998 1.916254 -0.39 -0.03 1.02 -0.6760
N 0.283294 5.961784 5.591184 -0.97 1.43 -0.63 -0.8051
H 1.214469 4.988510 3.206926 0.03 0.35 -0.26 -0.2005
H 2.362457 4.879619 4.481395 -0.06 0.13 0.24 0.4101
H 2.723133 6.050031 3.265626 -0.31 -0.18 -0.47 0.2514
H 1.771750 7.288109 5.185124 0.43 -0.04 -0.39 0.3880
H -0.448092 8.081165 4.387675 0.35 0.47 0.16 0.5026
H -0.391818 6.915587 3.142652 0.20 0.09 -0.54 -0.2061
H 1.238049 9.525578 1.271429 0.10 -0.14 0.00 0.2309
H -0.098206 9.920686 2.364907 -0.18 0.16 -0.27 0.3138
H -0.212304 8.462245 1.358195 0.07 -0.07 -0.14 0.2503
H -0.481574 5.503685 5.103180 0.31 -0.44 0.34 0.1695
H 0.774816 5.343391 6.212332 0.19 -0.22 -0.25 0.2873
C -5.682294 2.378515 0.008516 0.34 -0.55 -0.57 -0.5815
C -5.662151 3.233887 -1.250799 -0.15 1.44 0.50 1.2018
C -6.673213 2.774810 -2.293462 0.94 -1.35 0.09 -0.3222
O -6.647239 3.523982 -3.487308 -0.17 0.52 0.48 -0.3700
C -7.466538 2.985470 -4.502304 0.37 0.36 0.11 -0.7237
N -5.893971 4.617045 -0.816932 -0.03 -0.03 -0.22 -0.8228
H -6.612319 2.468117 0.569172 -0.17 -0.14 -0.22 0.4232
H -4.879348 2.650966 0.695570 0.09 0.26 -0.14 -0.0595
H -5.469229 1.362126 -0.326319 -0.30 -0.33 0.44 -0.2710
H -4.676946 3.080500 -1.715439 0.13 0.22 -0.06 -0.2120
H -7.674750 2.638367 -1.872228 -0.18 0.34 -0.09 0.3858
H -6.273482 1.779259 -2.550697 -0.48 -0.32 0.03 -0.0359
H -7.008105 2.099326 -4.954228 -0.07 -0.15 0.09 0.2369
H -7.529986 3.764605 -5.260200 -0.16 -0.09 -0.09 0.2631
H -8.464647 2.744177 -4.127808 -0.05 -0.04 -0.03 0.3248
H -5.052999 4.987577 -0.349695 -0.54 -0.19 -0.38 0.2426
H -6.055894 5.226212 -1.611769 0.07 -0.09 -0.07 0.3250
```
Positions in Å, forces in eV/Å.

* E: -4785.2852 a.u.
* 2S+1: 1
* frontier orbital gap: 8.0 eV
* LUMO: 0.2 eV